Below is the ion C5H9N2O with charge +1 at a distorted geometry, with properties calculated with ωB97M-V with the def2-TZVPD basis set.

Geometry as XYZ:
```
17
C5H9N2O, DFT ωB97M-V with the def2-TZVPD basis set
C 2.079 -0.377 0.503
H -2.925 -1.238 -0.807
C -0.668 0.596 1.237
C -2.324 -0.285 -0.586
H -1.308 1.465 1.473
N 2.237 0.755 -0.239
C -1.026 -0.249 0.254
H -1.852 0.232 -1.561
C -0.063 -1.393 -0.010
H -0.497 -2.275 -0.493
O 0.997 1.077 -0.881
H 0.284 0.610 1.777
H 2.824 1.511 0.064
N 1.248 -1.349 0.136
H -2.989 0.443 -0.251
H 2.826 -0.691 1.164
H 1.156 1.169 -1.780
```

- Max |F|: 0.0689 Eh/bohr
- HOMO: -13.9 eV
- Charge: +1
- ΔE to the lowest compared entry with this formula, charge and spin: 113.41 kcal per mole
- SMILES: C=C(C)/C=N\C=[NH+]/O